{
  "formula": "C14H70O21",
  "method": "ωB97M-V with the def2-TZVPD basis set",
  "species": ["C", "O", "H", "H", "H", "H", "C", "O", "H", "H", "H", "H", "C", "O", "H", "H", "H", "H", "C", "O", "H", "H", "H", "H", "C", "O", "H", "H", "H", "H", "C", "O", "H", "H", "H", "H", "C", "O", "H", "H", "H", "H", "C", "O", "H", "H", "H", "H", "C", "O", "H", "H", "H", "H", "C", "O", "H", "H", "H", "H", "C", "O", "H", "H", "H", "H", "C", "O", "H", "H", "H", "H", "C", "O", "H", "H", "H", "H", "C", "O", "H", "H", "H", "H", "O", "H", "H", "O", "H", "H", "O", "H", "H", "O", "H", "H", "O", "H", "H", "O", "H", "H", "O", "H", "H"],
  "coordinates": [[-2.703, -2.389, -2.667], [-2.249, -2.362, -1.294], [-2.726, -3.380, -3.119], [-3.698, -1.946, -2.630], [-1.977, -1.791, -3.218], [-1.891, -1.488, -1.124], [2.334, -1.256, 1.420], [3.217, -2.337, 1.240], [2.267, -1.043, 2.487], [2.915, -0.399, 1.080], [1.294, -1.288, 1.097], [2.958, -3.142, 1.695], [-1.872, 1.255, 1.896], [-0.406, 1.252, 1.952], [-2.186, 1.930, 2.692], [-2.233, 1.570, 0.917], [-2.308, 0.276, 2.093], [-0.241, 0.808, 2.788], [-4.181, 0.737, -1.761], [-4.053, 2.134, -1.999], [-5.035, 0.236, -2.218], [-3.293, 0.197, -2.088], [-4.321, 0.443, -0.721], [-4.752, 2.539, -1.482], [-0.789, 1.998, -3.391], [-1.269, 2.788, -2.245], [-0.667, 2.667, -4.243], [0.099, 1.435, -3.103], [-1.566, 1.264, -3.606], [-2.079, 2.380, -1.929], [-0.638, 4.328, 4.138], [-0.293, 5.713, 4.090], [-1.718, 4.236, 4.020], [-0.246, 3.948, 3.195], [-0.382, 3.662, 4.962], [0.648, 5.693, 4.279], [0.626, -6.121, -0.498], [-0.781, -5.819, -0.423], [1.138, -5.782, 0.403], [0.633, -7.208, -0.413], [0.990, -5.788, -1.470], [-1.017, -4.899, -0.566], [4.910, 3.489, -2.634], [3.566, 3.034, -2.576], [5.142, 3.709, -3.676], [5.011, 4.343, -1.965], [5.561, 2.694, -2.271], [3.262, 2.788, -1.699], [-4.401, 3.682, 1.572], [-4.317, 5.124, 1.416], [-3.358, 3.368, 1.533], [-4.888, 3.267, 2.454], [-4.835, 3.304, 0.646], [-3.430, 5.422, 1.630], [1.627, -3.229, -4.223], [1.859, -3.478, -5.575], [1.613, -2.151, -4.059], [0.622, -3.599, -4.022], [2.147, -3.727, -3.404], [1.811, -4.437, -5.590], [-0.325, 4.962, 0.749], [-1.245, 5.930, 1.226], [0.706, 5.270, 0.922], [-0.505, 3.970, 1.164], [-0.410, 4.579, -0.268], [-1.031, 6.284, 2.092], [-2.690, -2.345, 4.671], [-1.726, -1.445, 5.307], [-2.328, -2.411, 3.645], [-2.598, -3.391, 4.963], [-3.754, -2.105, 4.688], [-1.601, -1.722, 6.217], [4.937, -4.730, -1.110], [3.774, -3.998, -1.400], [4.746, -5.799, -1.012], [5.508, -4.714, -2.038], [5.436, -4.178, -0.314], [3.169, -4.003, -0.655], [-4.000, -4.587, 1.146], [-4.361, -3.819, 0.004], [-4.723, -5.289, 1.560], [-3.111, -5.082, 0.754], [-3.683, -3.941, 1.965], [-3.557, -3.533, -0.435], [-0.124, 0.754, 4.709], [-0.744, 0.038, 4.851], [0.118, 1.039, 5.590], [-0.699, -0.278, -0.594], [-0.391, 0.133, 0.213], [0.101, -0.488, -1.077], [5.137, -0.532, -0.538], [4.499, -1.148, -0.178], [5.881, -1.077, -0.792], [3.382, 0.343, -3.295], [4.254, -0.019, -3.137], [3.479, 1.281, -3.131], [3.009, 4.620, 0.952], [3.658, 3.955, 0.720], [2.183, 4.279, 0.610], [1.812, -0.998, -1.447], [2.315, -0.655, -2.186], [2.439, -1.531, -0.958], [1.567, 2.715, -0.685], [1.254, 2.057, -0.064], [0.792, 2.951, -1.195]],
  "total_charge": 0,
  "lumo_energy_ev": -0.19,
  "multiplicity": 1,
  "e_homo_ev": -9.78,
  "fmax_ev_per_a": 2.5,
  "relative_energy_ev": 0.028,
  "energy_ha": -2155.13397
}

{
  "formula": "C17H31BrMnN2O5PSbSe4",
  "method": "ωB97M-V with the def2-TZVPD basis set",
  "species": ["Mn", "O", "C", "C", "C", "N", "C", "Br", "C", "H", "H", "H", "H", "Se", "Sb", "Se", "Se", "Se", "C", "C", "C", "C", "N", "H", "H", "H", "H", "H", "H", "H", "H", "H", "C", "C", "C", "C", "O", "P", "O", "O", "O", "C", "C", "C", "C", "H", "H", "H", "H", "H", "H", "H", "H", "H", "H", "H", "H", "H", "H", "H", "H", "H", "H"],
  "coordinates": [[-1.338, 2.249, -0.041], [1.167, -3.556, 1.953], [1.768, -2.373, 1.785], [1.464, -1.488, 0.750], [2.159, -0.299, 0.682], [3.119, 0.065, 1.545], [3.371, -0.791, 2.506], [4.734, -0.268, 3.751], [2.755, -2.010, 2.701], [0.484, -3.730, 1.259], [0.699, -1.713, 0.017], [1.927, 0.414, -0.100], [3.016, -2.662, 3.521], [-1.433, -4.128, -0.193], [-2.539, -1.965, 0.881], [-4.918, -2.133, 0.701], [-1.547, -2.171, -1.533], [-1.638, 1.510, 1.897], [-4.382, 3.218, -2.142], [-4.019, 1.980, -1.320], [-4.021, 0.702, -2.187], [-4.933, 1.838, -0.106], [-2.670, 2.181, -0.834], [-5.406, 3.118, -2.505], [-3.715, 3.316, -3.000], [-4.308, 4.120, -1.534], [-4.481, 0.900, -3.156], [-4.558, -0.106, -1.690], [-3.005, 0.351, -2.362], [-5.945, 1.615, -0.450], [-4.942, 2.757, 0.482], [-4.611, 1.008, 0.523], [2.750, 5.291, 0.095], [2.845, 3.830, 0.503], [2.128, 3.550, 1.813], [4.283, 3.348, 0.564], [2.251, 3.012, -0.569], [0.791, 3.054, -1.131], [0.199, 1.648, -1.143], [-0.187, 3.872, -0.300], [0.903, 3.672, -2.576], [1.165, 2.918, -3.805], [-0.131, 2.247, -4.233], [1.592, 3.981, -4.801], [2.276, 1.902, -3.582], [3.253, 5.910, 0.840], [1.708, 5.607, 0.031], [3.231, 5.449, -0.872], [2.641, 4.082, 2.617], [2.162, 2.483, 2.033], [1.091, 3.881, 1.778], [4.822, 3.902, 1.334], [4.779, 3.504, -0.395], [4.304, 2.288, 0.817], [-0.917, 2.995, -4.351], [-0.448, 1.514, -3.492], [0.015, 1.740, -5.189], [0.809, 4.732, -4.910], [1.779, 3.525, -5.774], [2.504, 4.474, -4.463], [1.972, 1.135, -2.869], [3.177, 2.393, -3.211], [2.508, 1.413, -4.528]],
  "total_charge": -1,
  "lumo_energy_ev": [1.28, 1.72],
  "multiplicity": 1,
  "e_homo_ev": [-4.50, -4.51],
  "fmax_ev_per_a": 0.2,
  "energy_ha": -15064.67164
}